No. 1
Computed, not measured: C46H46FN6O8PSiSn as an isolated structure, with ωB97M-V/def2-TZVPD.

Positions of all 110 atoms, in Å:
Sn -0.50615 1.72436 1.03865
P -2.63973 0.12067 2.80041
Si 2.00687 6.22001 2.23861
F 0.20795 -1.33199 -4.17170
O 1.63877 2.29274 -5.35933
O -2.40679 1.19527 -1.37420
O -0.20336 1.07014 -5.14673
O 1.37439 1.00575 -0.07622
O 0.72326 0.65240 2.71898
O 2.74868 0.18098 3.58830
O -1.78888 0.55267 -3.43111
O -2.37485 4.48657 2.04791
N -0.20900 2.86008 -1.22474
N 2.05455 -3.33844 -6.87024
N 2.93134 -2.68948 0.40611
N 1.50437 -3.86574 -4.09846
N 0.90058 3.55342 -1.48008
N -2.73117 3.14213 2.05177
C 4.99514 -3.87156 1.23481
C 4.91299 -4.11169 -0.24381
C -1.70655 1.26076 -2.37838
C -2.03564 -1.27145 1.77896
C -3.93823 2.98655 1.68495
C -6.83816 0.80034 0.92253
C -4.69004 1.71708 1.60106
C -5.18582 -0.61426 1.91502
C -0.81982 -3.21798 0.18283
C 1.54788 -2.92746 -3.02808
C -3.29593 0.14209 5.46002
C 0.57401 3.60291 1.57458
C -3.41209 -2.06122 4.52483
C 3.49478 5.85999 3.30920
C 1.76897 -0.14997 0.16422
C -3.16345 -0.70065 4.35786
C 1.15272 4.64679 1.83339
C 0.81242 7.33620 3.14748
C -5.96825 1.86535 1.05029
C -3.79298 -2.56372 5.75992
C 1.33178 3.36943 -2.73140
C 0.91720 -1.67909 -3.07826
C -3.68963 -0.35554 6.69286
C 1.90077 0.16387 2.70824
C 3.13983 -3.26088 -5.82754
C 1.00896 -0.78155 -2.06147
C -6.44523 -0.45533 1.36564
C -0.44612 -3.07387 1.51419
C 2.79050 -1.84800 1.47624
C 2.24088 -3.27009 -1.87373
C 0.66917 1.95129 -4.70888
C -1.03576 -2.09593 2.30045
C 0.43797 -3.86268 -5.07911
C 3.65921 -3.92112 0.56079
C -3.93498 -1.71216 6.84650
C 2.54481 7.03474 0.63824
C 0.45165 2.48878 -3.33602
C 0.70484 -2.97705 -6.29501
C 1.73390 -1.11506 -0.92092
C 2.77378 -4.21481 -4.69438
C -2.38112 -1.40190 0.43519
C 2.32900 -2.37194 -0.79942
C -4.28766 0.44398 2.03564
C 2.19227 -0.63179 1.43358
C -1.77495 -2.36935 -0.35583
C -0.52240 2.21722 -2.34526
H 4.18433 5.18053 2.80705
H -7.81576 0.95096 0.48392
H -6.27484 2.84651 0.70842
H 0.52109 0.18169 -2.13040
H -3.78938 0.31468 7.53695
H 4.03194 6.77971 3.55076
H 5.34702 -2.90525 1.56578
H 5.19951 -3.29493 -0.89186
H -0.07836 7.52959 2.54826
H -0.70913 -1.96080 3.32511
H 2.22302 3.83023 -3.11966
H 3.05295 7.98107 0.83274
H 3.03885 -4.79245 0.74297
H 5.25490 -4.69718 1.88064
H -1.41299 4.46698 2.21386
H -0.35372 -3.97936 -0.43308
H 1.27761 8.29536 3.38394
H 3.16410 -2.22813 -5.47752
H 2.26891 -2.72590 -7.65714
H 4.08379 -3.51046 -6.30976
H -2.05132 -2.44045 -1.40125
H -3.08590 -0.71897 -0.01897
H 1.29781 4.08902 -0.71636
H -3.08112 1.19864 5.34739
H 0.30980 -4.89771 -5.42339
H 5.12788 -5.10123 -0.62224
H -4.22667 -2.10616 7.81132
H 3.56351 -4.18974 -3.94691
H 3.23309 6.39262 0.08511
H 2.72360 -5.24019 -5.08412
H -0.95945 0.89570 -4.41969
H 2.66102 -4.26259 -1.79219
H -4.88391 -1.59657 2.25743
H -4.49897 3.87898 1.40539
H -3.31014 -2.73718 3.68452
H 3.18866 5.38590 4.24223
H -0.50190 -3.55713 -4.62529
H 2.02079 -4.29285 -7.23522
H -3.98254 -3.62385 5.87289
H 3.18972 -2.21741 2.41166
H 0.49282 6.87460 4.08251
H -0.03736 -3.12077 -7.07840
H 1.68477 7.23976 -0.00174
H 0.75852 -1.92493 -6.03218
H -7.11232 -1.30371 1.28523
H 0.31434 -3.71748 1.94139

Values from the calculation:
- ΔE to the lowest compared entry with this formula, charge and spin (kcal per mole) = 1.5
- spin multiplicity = 1
- E_HOMO (eV) = -6.58
- electronic energy (eV) = -99482.4451

---

No. 2
Computed, not measured: C46H46HgN6P2S2Se as an isolated structure, with ωB97M-V/def2-TZVPD.

Positions of all 104 atoms, in Å:
Hg 0.15485 -0.85702 1.15231
Se 0.98895 -2.35342 3.18001
S 2.01415 -2.16042 -0.63039
S 0.06885 1.52268 2.24551
P 1.42205 0.82078 -1.25339
P -1.23135 1.34038 -1.02969
N -2.15555 0.19158 3.08101
N -2.03175 -0.61062 2.01151
N 2.34385 -4.26652 -2.12319
N -1.32205 1.83558 4.42461
N 0.14155 1.74688 -1.97289
N -1.65555 -2.32052 -0.03319
C 4.25185 2.41308 -3.78029
C -2.20685 1.53738 5.51971
C -3.84215 -3.26292 0.27801
C -3.01955 3.05238 -2.49999
C -4.32825 -0.88432 -2.38089
C 2.70405 -1.54462 3.50561
C 2.09655 2.01118 -0.05319
C -1.93085 3.94018 -0.55239
C 1.79975 -6.51762 -1.64299
C 3.73915 -1.65602 2.58341
C 4.75825 1.28448 -4.40729
C 1.90035 -3.83552 -0.88629
C 0.05335 2.07718 -3.38609
C 3.51045 2.24738 1.87411
C 1.40545 -4.78192 -0.00329
C 2.94485 1.45338 0.89721
C -3.53025 0.00728 -1.69509
C -1.63485 -0.65192 -3.01799
C -3.38455 2.51238 5.60151
C 3.25165 2.29598 -2.83599
C -1.48835 -3.14702 -1.04609
C 1.80245 3.36548 -0.01649
C -4.30155 -1.40982 2.50571
C -2.83705 -2.34282 0.64211
C -3.01755 -1.42002 1.72011
C -2.44265 -1.52902 -3.72069
C 2.74245 1.04238 -2.51239
C -2.18815 0.15758 -2.03539
C 3.23925 3.60608 1.89071
C 1.36365 -6.12592 -0.36369
C 4.26265 0.03328 -4.08089
C -3.56335 4.29798 -2.75789
C -3.78965 -1.63092 -3.41749
C 3.25795 -0.08472 -3.13759
C -2.18305 2.86918 -1.40439
C 2.38355 4.16028 0.95431
C -2.44205 -4.04502 -1.48549
C -3.28955 5.36608 -1.91929
C 2.27945 -5.58222 -2.50809
C -3.64705 -4.11112 -0.78099
C -2.48305 5.18238 -0.80739
C 4.95585 -1.05232 2.84251
C 4.13395 -0.26392 4.94801
C -1.24435 1.09138 3.29191
C 5.16155 -0.35582 4.02281
C 2.90905 -0.85132 4.69241
H 1.75405 -7.55142 -1.94739
H 2.15115 5.21608 0.99261
H -2.25555 -4.66622 -2.34659
H 2.87185 -1.05072 -2.84609
H -1.29625 3.77608 0.30971
H -0.52995 -3.08972 -1.54469
H -3.71095 6.33908 -2.13179
H -3.04125 3.52158 5.81981
H -2.02085 -2.14162 -4.50649
H -1.64575 1.56018 6.46291
H -5.14485 -1.15042 1.86471
H -3.91555 2.52148 4.65371
H 4.64555 3.38938 -4.02909
H 4.66415 -0.84742 -4.56349
H 5.74765 -1.11952 2.10851
H 3.58335 -2.19972 1.66011
H 4.14215 1.80018 2.62771
H -4.19855 4.43788 -3.62239
H 0.99745 -6.85972 0.33571
H -3.25235 2.22378 -3.15529
H -4.42235 -2.29962 -3.98379
H -0.57295 -0.59872 -3.22449
H -4.41075 -4.82592 -1.06159
H 2.86665 3.17368 -2.33729
H 5.54225 1.38268 -5.14509
H 3.13515 0.38448 0.87131
H 1.10035 3.78348 -0.72559
H 2.70685 -3.55712 -2.74259
H 2.60895 -5.79942 -3.51209
H -4.76075 -3.30252 0.84151
H -3.93105 0.61218 -0.89139
H 2.09185 -0.77132 5.39651
H 3.67945 4.23338 2.65151
H -2.28225 6.01228 -0.14339
H -4.07275 2.19888 6.38351
H -5.37085 -0.99722 -2.11609
H -4.47945 -2.39012 2.94791
H 0.70575 1.44088 -3.99189
H -2.58125 0.52598 5.34791
H -0.58715 2.51338 4.54941
H 6.11445 0.12418 4.21221
H -0.97285 1.96138 -3.73929
H -4.20645 -0.67302 3.29781
H 0.35535 3.11868 -3.54899
H 4.28415 0.28138 5.87071
H 1.06335 -4.44842 0.96431

Values from the calculation:
- charge = -1
- ΔE to the lowest compared entry with this formula, charge and spin (kcal per mole) = 19.6
- spin multiplicity = 2
- E_HOMO (alpha / beta) (eV) = -1.39 / -3.80
- electronic energy (eV) = -167159.4639